Density functional theory data (the ωB97M-V functional and the def2-TZVPD basis) for the ion C5H12NO with charge +1.

Structure (ORCA input):
```
! wB97M-V def2-TZVPD RIJCOSX def2/J DEFGRID3
* xyz 1 1
C -1.400 -1.437 -0.003
N -0.750 -0.221 0.469
C -1.223 1.102 -0.171
C 0.179 1.608 -0.427
C 0.716 -0.037 -0.173
C 1.850 -0.155 0.853
O 0.882 -0.940 -1.238
H -1.529 -1.242 -1.012
H -0.711 -2.364 0.180
H -2.385 -1.771 0.364
H -0.651 -0.196 1.451
H -1.807 1.701 0.527
H -1.884 1.068 -1.125
H 0.295 2.032 -1.420
H 0.641 2.089 0.355
H 1.381 -0.190 1.877
H 2.530 0.757 0.686
H 2.351 -1.102 0.726
H 1.517 -0.702 -1.919
*
```

The gap between HOMO and LUMO comes out at 11.91 eV. For the HOMO energy, the calculation gives -14.853 eV. The energy above the lowest of the compared OMol25 structures with the same formula, charge and spin is 189.8 kJ/mol. As for the SMILES: C[N@@H+]1CC[C@]1(C)O. The value obtained for the lowest unoccupied orbital energy is -0.10809 Ha. For the molar mass, the calculation gives 102.2 u.

These are the natural (NBO) partial charges, in e, on atoms 1 to 4: -0.436 -0.378 -0.230 -0.426